CH2FNO in the gas phase, computed with wB97M-V/def2-TZVPD.

HOMO level (spin up / spin down), eV: -8.60 / -9.70
Strongest force on any atom, eV/Å: 4.47
Energy relative to the best compared isomer or geometry (same formula, charge and spin), kcal per mole: 139.4
2S+1: 1
Frontier orbital gap (spin up / spin down), eV: 8.29 / 9.90

The geometry in XYZ format:
```
6
Properties=species:S:1:pos:R:3:forces:R:3
C 0.719745 0.466786 0.167528 -1.0 -4.3 0.6
N -1.312980 -1.105106 0.047774 3.0 -2.2 0.9
O -0.012078 -0.661275 0.109014 1.5 0.8 0.2
F 2.030333 0.307196 0.037523 -0.2 -0.8 0.3
H 0.463280 1.374198 -0.166946 -1.7 3.2 -1.1
H -1.888299 -0.381800 -0.194894 -1.7 3.3 -0.8
```
Positions in Å, forces in eV/Å.



A molecular structure, CH2FNO2, computed with wB97M-V/def2-TZVPD.

HOMO level (spin up / spin down), eV: -10.44 / -10.44
Strongest force on any atom, eV/Å: 4.87
Energy relative to the best compared isomer or geometry (same formula, charge and spin), kcal per mole: 90.1
2S+1: 1
Frontier orbital gap (spin up / spin down), eV: 9.50 / 9.51

The geometry in XYZ format:
```
7
Properties=species:S:1:pos:R:3:forces:R:3
C -0.405094 -0.072907 -0.091798 -0.6 -0.4 0.2
N 0.610548 -0.903242 -0.153679 -1.2 3.0 0.3
O 1.893573 -0.462883 0.004585 -2.5 4.0 1.3
O -1.235554 1.626958 -0.159880 1.8 -3.1 1.4
F -1.495200 -0.790997 0.039540 -1.0 0.5 -0.2
H 2.468283 -1.084786 -0.303390 2.0 -3.2 -1.5
H -1.836559 1.687858 0.664624 1.6 -0.8 -1.5
```
Positions in Å, forces in eV/Å.



CH2FPS in the gas phase, computed with wB97M-V/def2-TZVPD.

HOMO level, eV: -8.63
Strongest force on any atom, eV/Å: 6.50
Energy relative to the best compared isomer or geometry (same formula, charge and spin), kcal per mole: 40.8
2S+1: 1
Frontier orbital gap, eV: 7.90

The geometry in XYZ format:
```
6
Properties=species:S:1:pos:R:3:forces:R:3
C -0.063000 0.528104 -0.833937 6.3 -1.6 0.3
F -0.972260 -1.292907 0.860000 0.5 -0.2 0.4
P 0.602024 -0.870862 0.778462 -1.4 2.4 -1.1
S 0.851543 1.005733 -2.087599 -1.2 -0.4 1.5
H -1.051017 0.586361 -0.706315 -4.0 0.5 0.3
H 0.632710 0.043571 1.989388 -0.2 -0.7 -1.4
```
Positions in Å, forces in eV/Å.